Entry 1:
Computed, not measured: a molecular structure, C13H33BGdO3P2 in a non-equilibrium geometry, with ωB97M-V with the def2-TZVPD basis set.

The HOMO energy (alpha / beta) is -10.42 / -10.28 eV. For the gap between HOMO and LUMO (alpha / beta), the calculation gives 0.244 / 0.228 Eh. As for the spin multiplicity: 8. The calculation puts the electronic energy at -2213.7732 hartree. The calculation puts the LUMO energy (alpha / beta) at -3.8 / -4.1 eV. The charge is +1.

Last column: Löwdin charge in e.
Atoms and positions in Å:
1 Gd -0.09540 -1.79854 -1.67644  0.903
2 H -0.35578 -2.00456 -3.95485  0.063
3 H 0.42488 -2.10044 -3.89763  0.063
4 P -2.79351 -1.00134 -1.47412  0.717
5 P 2.64453 -1.59679 -0.99440  0.721
6 C 3.87276 -0.26616 -0.93410  -0.240
7 H 4.83891 -0.70426 -0.63424  0.062
8 H 3.97216 0.19364 -1.92484  0.059
9 H 3.58020 0.49894 -0.20541  0.039
10 C 2.93528 -2.33750 0.65885  -0.253
11 H 2.36855 -3.27042 0.75428  0.044
12 H 4.01288 -2.53982 0.75274  0.057
13 H 2.61740 -1.63527 1.43749  0.044
14 C 3.52669 -2.81784 -2.02321  -0.281
15 H 3.61732 -2.42748 -3.04140  0.047
16 H 4.52762 -2.98804 -1.59451  0.060
17 H 2.97200 -3.76364 -2.05271  0.045
18 C -3.53020 -1.42693 0.15193  -0.247
19 H -4.62582 -1.34881 0.04535  0.059
20 H -3.24449 -2.45073 0.42843  0.048
21 H -3.17455 -0.72171 0.91574  0.043
22 C -3.59366 0.60721 -1.72256  -0.244
23 H -3.39859 0.95780 -2.74223  0.057
24 H -4.67632 0.47756 -1.56758  0.062
25 H -3.19645 1.33258 -1.00289  0.047
26 C -3.81645 -2.05945 -2.55690  -0.278
27 H -3.53372 -3.11318 -2.43767  0.046
28 H -4.87818 -1.92731 -2.28610  0.061
29 H -3.65714 -1.76939 -3.60137  0.047
30 C 0.18829 0.53648 -1.45479  -0.368
31 O 0.24122 1.69680 -1.78415  0.062
32 H -0.32873 -2.60996 -0.04340  -0.089
33 C 1.72263 2.67101 1.02179  -0.009
34 C 0.88301 1.63032 1.77682  -0.423
35 C 1.43851 1.52442 3.20530  -0.008
36 O 1.03526 0.34946 1.08880  0.048
37 B -0.03992 0.27685 0.18078  -0.783
38 O -1.15420 0.99996 0.64762  0.036
39 C -0.69781 1.88510 1.68844  -0.454
40 C -1.45037 1.43371 2.92890  -0.015
41 C -1.14120 3.28769 1.30098  0.001
42 H 1.63137 3.66367 1.50480  0.104
43 H 1.46266 2.75495 -0.04621  0.085
44 H 2.78217 2.38538 1.11059  0.090
45 H 2.49500 1.21844 3.21072  0.095
46 H 1.39086 2.53883 3.63041  0.102
47 H 0.91639 0.81648 3.87394  0.089
48 H -1.24412 2.18399 3.69101  0.095
49 H -2.53578 1.39061 2.75025  0.099
50 H -1.12830 0.44230 3.27774  0.099
51 H -0.76522 3.59582 0.31865  0.094
52 H -2.23867 3.32097 1.24363  0.099
53 H -0.80397 4.00862 2.05773  0.102

=====

Entry 2:
Computed, not measured: a molecular structure, C13H33ClIN3P3Yb in a non-equilibrium geometry, with ωB97M-V with the def2-TZVPD basis set.

The HOMO energy (alpha / beta) is -13.82 / -13.82 eV. For the gap between HOMO and LUMO (alpha / beta), the calculation gives 0.245 / 0.231 Eh. As for the spin multiplicity: 2. The calculation puts the electronic energy at -3619.5139 hartree. The calculation puts the LUMO energy (alpha / beta) at -7.2 / -7.5 eV. The charge is +2.

Last column: Löwdin charge in e.
Atoms and positions in Å:
1 C 0.30465 4.93947 -5.03325  -0.424
2 I 0.61197 3.40724 -3.47922  0.689
3 H -0.72237 4.86789 -5.38722  0.014
4 H 1.00184 4.77222 -5.86802  0.029
5 H 0.48885 5.93491 -4.60594  0.025
6 Yb -0.35612 1.10709 -1.05293  0.886
7 P -0.09639 -0.83516 -2.67910  0.567
8 C 1.64689 -1.09396 -3.15075  -0.255
9 C -0.77832 -2.44715 -2.15102  -0.244
10 H -0.69044 -3.12998 -3.01323  0.072
11 H -0.90148 -1.16078 -4.90179  0.072
12 H -1.83170 -2.27377 -1.83637  0.040
13 H -2.06541 -0.14222 -3.88125  0.039
14 H 2.22852 -1.41176 -2.24993  0.040
15 H -0.22223 -2.82208 -1.26308  0.017
16 C -1.00541 -0.32505 -4.18031  -0.268
17 H 1.64372 -1.86391 -3.94642  0.070
18 H -0.58181 0.64206 -4.55048  0.007
19 H 2.06157 -0.11407 -3.49614  0.051
20 P -1.07679 2.53126 0.93273  0.552
21 C 0.33621 3.41100 1.67813  -0.256
22 C -2.20802 3.78197 0.22696  -0.264
23 H -2.81883 1.12206 1.80332  0.042
24 H -2.32091 2.46568 2.97560  0.070
25 H -1.31820 0.93923 2.76965  0.009
26 C -1.98285 1.68380 2.27685  -0.250
27 H -3.05518 3.23813 -0.25617  0.037
28 H -2.53244 4.41910 1.07419  0.070
29 H -0.08786 4.09908 2.43479  0.068
30 H 0.87930 3.95141 0.86222  0.058
31 H -1.66491 4.35348 -0.56561  0.046
32 H 1.03426 2.65648 2.12015  0.045
33 Cl -2.74535 0.40932 -1.05925  -0.032
34 C 0.10993 -2.56104 3.69444  -0.147
35 N -0.42545 -2.92188 2.35892  -0.147
36 C 0.61262 -3.68212 1.62965  -0.150
37 N 1.89158 -2.95208 1.51403  -0.148
38 C 2.34716 -2.60297 2.88350  -0.149
39 N 1.36270 -1.78503 3.62226  -0.140
40 C 1.17088 -0.47992 3.01389  -0.312
41 P 0.50231 -0.60092 1.25690  0.920
42 C -0.90484 -1.77502 1.61287  -0.328
43 C 1.79173 -1.78924 0.65017  -0.352
44 H 0.29385 -3.48602 4.24790  0.138
45 H -0.65229 -1.92402 4.21025  0.144
46 H 0.23487 -3.87957 0.60618  0.124
47 H 0.80552 -4.61030 2.19349  0.143
48 H 3.28567 -2.00877 2.79579  0.140
49 H 2.51736 -3.53942 3.43200  0.141
50 H 0.47117 0.12800 3.62347  0.090
51 H 2.13888 0.05240 2.94843  0.101
52 H -1.39992 -2.08575 0.68187  0.070
53 H -1.67595 -1.25211 2.20940  0.091
54 H 2.75512 -1.25498 0.65433  0.101
55 H 1.59227 -2.10223 -0.38686  0.046

=====

Entry 3:
Computed, not measured: a molecular structure, C13H34AlN6O15 in a non-equilibrium geometry, with ωB97M-V with the def2-TZVPD basis set.

The HOMO energy is -4.44 eV. For the gap between HOMO and LUMO, the calculation gives 0.177 Eh. The calculation puts the electronic energy at -2214.6383 hartree. The calculation puts the LUMO energy at 0.4 eV. The charge is -1.

Last column: Löwdin charge in e.
Atoms and positions in Å:
1 C 0.45133 0.95627 -1.55355  -0.128
2 C -0.52181 -0.34594 -1.19903  -0.123
3 C -1.99156 -0.17521 -1.91553  -0.233
4 O -2.69171 0.96636 -1.67871  -0.049
5 O -2.63662 -1.17347 -2.79897  -0.134
6 C -3.79789 -1.73868 -2.09460  -0.270
7 C -5.25979 -1.16068 -2.66616  -0.234
8 Al -6.32810 -0.59304 -1.00992  0.163
9 O -6.49576 -2.11158 0.09459  -0.334
10 C -8.18716 0.18352 -1.39454  -0.324
11 C -8.04612 1.79145 -1.77878  -0.241
12 H -0.19947 1.86317 -1.90769  0.074
13 H 1.03938 1.30635 -0.57897  0.064
14 H 1.23059 0.64301 -2.37473  0.079
15 H 0.07900 -1.29804 -1.52990  0.116
16 H -0.60460 -0.38698 -0.01861  0.125
17 H -3.81600 -2.92736 -2.06905  0.128
18 H -3.70262 -1.41175 -0.95353  0.091
19 H -5.10932 -0.25747 -3.42930  0.067
20 H -5.78937 -2.06248 -3.24169  0.054
21 H -5.44216 0.46425 -0.21913  -0.050
22 H -5.56506 -2.23091 0.49190  -0.001
23 H -8.77618 0.16656 -0.35623  0.052
24 H -8.84457 -0.42748 -2.14514  0.026
25 H -8.86526 2.45926 -1.26508  0.056
26 H -7.99059 1.90698 -2.94404  0.050
27 H -6.99769 2.12640 -1.31636  0.039
28 C 4.53456 1.87147 0.31624  0.031
29 N 3.62624 0.70683 0.13663  -0.419
30 O 3.84333 -0.03699 -0.82692  0.036
31 O 2.72091 0.57232 0.96815  0.039
32 H 5.27912 1.86531 -0.48267  0.094
33 H 3.92450 2.77577 0.26784  0.105
34 H 5.01452 1.76778 1.29148  0.085
35 C 7.45722 -1.19063 0.41762  0.039
36 N 8.08566 0.01846 1.01498  -0.406
37 O 7.33412 0.94474 1.34058  0.035
38 O 9.31580 0.00343 1.14010  0.042
39 H 6.37679 -1.03938 0.36820  0.091
40 H 7.87482 -1.31883 -0.58310  0.107
41 H 7.69877 -2.03941 1.06061  0.066
42 C 7.12481 -3.93157 4.67497  0.016
43 N 7.14608 -3.52704 3.24332  -0.403
44 O 6.75666 -2.38533 2.97190  0.034
45 O 7.55315 -4.36723 2.43246  0.064
46 H 6.74606 -3.09906 5.27172  0.095
47 H 6.46766 -4.79918 4.76256  0.106
48 H 8.14876 -4.17808 4.96304  0.083
49 C 9.73564 -0.36009 5.25031  0.055
50 N 9.27906 -1.73067 5.60633  -0.389
51 O 9.33361 -2.59303 4.72192  0.019
52 O 8.87877 -1.90200 6.76371  0.064
53 H 10.05858 -0.35515 4.20708  0.095
54 H 8.89126 0.31676 5.39581  0.108
55 H 10.56626 -0.10706 5.91232  0.103
56 C -1.84278 2.68618 0.78779  0.036
57 N -1.21434 3.89528 1.38515  -0.426
58 O -1.96588 4.82155 1.71076  0.046
59 O 0.01580 3.88024 1.51028  0.024
60 H -2.92321 2.83743 0.73837  0.104
61 H -1.42518 2.55798 -0.21293  0.064
62 H -1.60123 1.83740 1.43078  0.105
63 C -10.61221 1.44008 -6.07916  0.027
64 N -10.50449 1.10763 -4.63293  -0.419
65 O -10.22428 -0.06048 -4.34001  0.055
66 O -10.70433 2.02888 -3.83262  0.044
67 H -10.41294 0.53984 -6.66439  0.092
68 H -11.62692 1.80066 -6.25975  0.094
69 H -9.87164 2.21264 -6.29579  0.099